Density functional theory data (ωB97M-V/def2-TZVPD) for 2 unconnected molecules or ions with the total composition C2H6NO3S in a non-equilibrium geometry.

Cartesian coordinates (Å):
C: -0.4942 0.9516 -1.2102
C: -0.5224 -0.9939 0.1954
N: -0.4511 0.4852 0.1933
O: -4.4474 0.0048 -1.3903
O: -4.8587 -0.9572 0.9124
O: -1.4623 0.8901 1.0154
S: -4.2172 0.1179 0.0970
H: -0.8564 0.3223 -1.9360
H: -1.2913 1.8390 -1.3129
H: 0.4512 1.4168 -1.5347
H: -0.4010 -1.2419 1.1981
H: -1.3747 -1.4454 -0.3490
H: 0.3724 -1.3955 -0.3526

For the energy relative to the best compared isomer or geometry (same formula, charge and spin), the calculation gives 11.9 kcal/mol. Its total charge is -1. The spin multiplicity is 3. As for the expectation value of S²: 2.0090. The gap between HOMO and LUMO (alpha / beta) is 4.8037 / 7.3484 eV.